A 4-piece molecular cluster, C20H50BClF3N3O11PS overall, computed with ωB97M-V/def2-TZVPD.

XYZ file:
```
91
Properties=species:S:1:pos:R:3:forces:R:3
O -2.449103 1.547744 -6.185584 0.2587 -0.3409 -0.1783
S -2.296819 2.975950 -6.070731 -0.4020 -0.1325 0.1877
O -3.517369 3.726962 -5.887435 -0.1412 0.4830 0.0283
B -0.924621 3.542299 -4.878411 0.3011 -0.1579 -0.4776
C 0.552303 3.556916 -5.546428 0.0738 -0.2504 0.3892
O 0.882787 2.293171 -6.112932 -0.2213 -0.1106 -0.3477
O 2.043159 2.424609 -6.950198 0.2648 0.0401 0.4133
P -0.859362 2.611086 -3.179287 0.2134 0.3393 0.3112
O -2.339269 2.923463 -2.462685 -0.0324 -0.4484 -0.4974
Cl -0.909205 0.569223 -3.470756 -0.2032 0.0095 -0.1869
C -1.771996 3.493937 -7.804102 -0.0458 -0.0292 -0.2349
F -1.182785 4.715944 -7.798973 -0.2760 -0.3960 -0.1896
F -0.900185 2.616975 -8.347005 -0.3701 0.5262 0.0194
F -2.859524 3.562244 -8.608422 0.7134 -0.0554 0.3230
H -1.193160 4.682412 -4.587861 -0.0793 -0.0415 0.1512
H 1.269895 3.788209 -4.762150 0.2905 0.1550 0.2202
H 0.654528 4.348275 -6.280772 -0.0906 0.1039 -0.3973
H 1.700016 2.897969 -7.717798 -0.2734 -0.0075 -0.1335
H -2.139091 3.580971 -1.801198 -0.0795 0.2114 0.4771
C -3.576371 -1.731734 3.751131 0.0370 0.0965 0.0003
O -2.332952 -1.113792 4.002763 -0.0997 -0.0776 -0.0244
C -1.231491 -2.014042 4.065797 0.1705 0.1150 0.1527
C -0.318396 -1.859970 2.868281 -0.1261 0.0054 -0.1417
N -0.945573 -2.340346 1.644623 -0.0066 0.1141 -0.0004
C -0.216572 -2.027917 0.415100 -0.0954 -0.1660 0.0399
C 0.002072 -0.567246 0.038992 0.2292 0.0292 -0.1485
O -1.166761 0.120018 -0.332722 -0.1492 0.0168 0.2225
C -1.942489 0.650251 0.718520 -0.0576 0.0496 -0.1838
H -4.350551 -0.984383 3.918037 0.0079 0.0230 0.0009
H -3.660294 -2.088001 2.718655 -0.0116 -0.0852 0.0243
H -3.746532 -2.573337 4.430426 -0.0149 -0.0334 -0.0215
H -1.569803 -3.046479 4.160544 -0.0567 -0.0373 -0.1161
H -0.665156 -1.758295 4.967529 -0.0035 0.0038 -0.0148
H 0.590540 -2.442837 3.049272 0.0209 0.0050 -0.0209
H -0.035164 -0.800378 2.805249 0.0849 -0.0052 0.0603
H -1.875288 -1.949498 1.574548 -0.0276 0.0552 0.0038
H -0.762813 -2.492839 -0.409058 0.0285 -0.0044 -0.0309
H 0.760054 -2.522059 0.466045 0.0324 0.0283 0.0207
H 0.634653 -0.558313 -0.852674 -0.0085 0.0185 -0.0126
H 0.547056 -0.011118 0.814292 -0.0803 -0.0286 0.0868
H -1.324967 0.968546 1.564602 0.0078 -0.0422 0.0415
H -2.698842 -0.061129 1.068096 0.0440 -0.0038 0.1210
H -2.471166 1.517112 0.320416 0.0211 0.0008 -0.0230
C 1.011142 -8.972792 0.797810 -0.0981 0.0203 -0.0156
O -0.245952 -9.276896 1.367925 0.1205 0.0466 -0.0201
C -0.189206 -9.934958 2.624501 -0.1599 -0.1331 0.0177
C -0.655548 -9.032409 3.745988 0.0824 0.1484 -0.0287
N 0.294966 -7.958983 3.997713 -0.1085 0.0401 -0.0512
C -0.178192 -6.918165 4.905904 0.1818 -0.0665 -0.0177
C -1.401874 -6.100522 4.506679 -0.0804 0.0583 0.1296
O -1.196216 -5.234675 3.412003 0.0222 -0.1146 0.0392
C -1.326037 -5.814034 2.126214 0.0143 0.2033 -0.0907
H 0.833249 -8.656093 -0.227838 -0.0280 0.0049 -0.0059
H 1.518677 -8.158322 1.325870 0.0631 -0.0478 0.0235
H 1.664250 -9.850402 0.786405 0.0353 0.0041 0.0103
H 0.818050 -10.313423 2.822112 0.0465 0.0662 0.0153
H -0.866286 -10.792325 2.567742 0.0247 -0.0160 -0.0031
H -0.758233 -9.630715 4.656920 -0.0326 0.0130 0.0204
H -1.652310 -8.661615 3.471816 -0.0491 -0.0684 0.0316
H 0.549155 -7.528901 3.118997 -0.0006 0.0055 -0.0452
H 0.647792 -6.217498 5.049263 -0.0046 0.0139 0.0377
H -0.373702 -7.379080 5.879930 -0.0474 -0.0137 0.0079
H -1.639015 -5.450450 5.354697 -0.0092 0.0044 -0.0033
H -2.287336 -6.726615 4.338656 0.0489 -0.0668 -0.0784
H -2.081351 -6.604576 2.112297 0.0287 -0.0574 0.0342
H -0.372991 -6.211096 1.764770 -0.0352 -0.1184 -0.0002
H -1.624910 -5.016839 1.447551 0.0067 0.0423 0.0415
C 3.017710 9.250832 0.224000 0.0767 -0.0701 -0.0242
O 3.498719 8.039077 0.765403 -0.0620 0.1024 -0.0398
C 2.561879 7.336378 1.572710 0.0824 -0.1280 0.1654
C 2.079536 6.069078 0.901534 -0.0254 0.0684 -0.1939
N 1.230277 6.359159 -0.242406 0.0896 -0.0394 0.0082
C 0.895719 5.197333 -1.072178 -0.1250 0.2346 0.0485
C 2.022270 4.440655 -1.759434 0.0146 -0.2055 0.0075
O 2.667204 5.167969 -2.792055 0.0553 0.0618 0.0617
C 3.684809 6.052593 -2.383402 -0.0651 -0.0200 -0.1746
H 3.870808 9.777312 -0.200983 0.0214 -0.0144 -0.0001
H 2.283846 9.085823 -0.571897 -0.0638 0.0389 0.0431
H 2.566656 9.880254 0.997451 -0.0325 0.0197 -0.0092
H 1.718085 7.980974 1.836443 -0.0413 0.0112 -0.0687
H 3.079860 7.063659 2.497172 -0.0077 0.0252 0.0054
H 1.501816 5.489896 1.628931 0.0123 -0.0465 -0.0041
H 2.968034 5.480982 0.633412 0.0139 -0.0477 0.0866
H 1.683063 7.050396 -0.823964 0.0390 0.0162 -0.0339
H 0.212676 5.550432 -1.849033 -0.0027 -0.0780 -0.0356
H 0.327796 4.493809 -0.454744 0.0551 -0.0795 -0.0048
H 1.564828 3.574481 -2.239490 0.0196 0.0558 -0.0154
H 2.764441 4.049154 -1.050366 0.0411 0.1512 0.0464
H 4.224687 5.677749 -1.508892 -0.0115 0.0241 0.0570
H 3.295342 7.053284 -2.166293 0.0490 0.0069 0.1131
H 4.388426 6.149530 -3.211583 -0.0016 -0.0309 -0.0014
```
Positions in Å, forces in eV/Å.

Results
max |F|	0.79	eV Å⁻¹
net charge	-1
E_HOMO	-4.71	eV
Kohn-Sham gap	0.249	hartree

Löwdin charges, unit e, in atom order: -0.350, 0.703, -0.346, -0.757, -0.262, -0.189, -0.042, 0.566, -0.375, 0.248, -0.626, 0.093, 0.107, 0.100, 0.076, 0.082, 0.090, 0.073, 0.007, -0.115, -0.189, -0.213, -0.209, -0.046, -0.194, -0.239, -0.225, -0.097, 0.086, 0.079, 0.085, 0.093, 0.121, 0.122, 0.105, 0.073, 0.121, 0.116, 0.112, 0.112, 0.088, 0.074, 0.083, -0.114, -0.192, -0.222, -0.220, -0.051, -0.200, -0.230, -0.205, -0.087, 0.089, 0.078, 0.086, 0.120, 0.120, 0.122, 0.106, 0.070, 0.119, 0.116, 0.118, 0.113, 0.089, 0.075, 0.077, -0.121, -0.194, -0.222, -0.224, -0.050, -0.205, -0.236, -0.182, -0.110, 0.086, 0.079, 0.085, 0.119, 0.118, 0.123, 0.106, 0.067, 0.118, 0.112, 0.059, 0.112, 0.086, 0.070, 0.086